Record 1
Below is C10H21ClINO3PTi as an isolated structure at a distorted geometry, with properties calculated with wB97M-V/def2-TZVPD.

Geometry as XYZ:
```
39
Properties=species:S:1:pos:R:3:lowdin_charge:R:1
C 3.682 2.184 0.093 0.03
C 2.226 2.576 0.081 -0.42
H 4.271 3.100 -0.079 0.14
H 3.912 1.449 -0.695 0.06
H 3.978 1.761 1.065 0.12
O 1.867 3.757 0.171 0.21
I 3.311 -1.998 1.787 0.87
Ti 1.827 -0.563 0.351 0.37
P -0.057 1.695 -1.236 0.92
C -1.382 2.617 -0.476 -0.11
C 0.610 2.731 -2.541 -0.12
H -0.021 -0.674 -1.815 0.02
H -0.597 0.365 -3.129 0.10
H -1.679 0.013 -1.757 0.07
C -0.638 0.205 -2.041 -0.16
H 1.520 2.279 -2.957 0.09
H -0.155 2.814 -3.328 0.11
H -1.973 3.094 -1.271 0.11
H -0.921 3.385 0.160 0.09
H 0.835 3.724 -2.133 0.09
H -2.010 1.946 0.126 0.09
C 1.213 1.503 0.091 -0.35
O 1.074 0.925 1.332 -0.07
Cl 2.767 -0.727 -1.695 0.34
C -2.716 -3.195 1.846 0.02
N -1.738 -2.664 0.904 -0.08
C -2.115 -2.607 -0.502 0.02
C -0.596 -2.131 1.317 -0.38
C -0.322 -2.041 2.773 0.03
O 0.223 -1.671 0.432 -0.18
H -3.580 -3.545 1.275 0.11
H -3.057 -2.433 2.567 0.13
H -2.299 -4.043 2.409 0.12
H -2.400 -1.587 -0.801 0.09
H -1.301 -2.960 -1.145 0.12
H -2.987 -3.251 -0.636 0.12
H 0.746 -1.892 2.972 0.02
H -0.877 -1.189 3.194 0.13
H -0.640 -2.953 3.291 0.12
```

Results
* relative energy (zero: lowest compared OMol25 entry of this formula, charge and spin): 2.661 eV
* multiplicity: 1
* calculated total energy: -71341.5867 eV
* molar mass: 444.48 g/mol
* frontier orbital gap (alpha / beta): 4.85 / 4.85 eV
* charge: +3

=====

Record 2
Below is a 2-piece molecular cluster, C4H12NP overall at a distorted geometry, with properties calculated with wB97M-V/def2-TZVPD.

Geometry as XYZ:
```
18
Properties=species:S:1:pos:R:3:lowdin_charge:R:1
C -1.742 1.364 -0.143 -0.08
C -0.789 -2.710 0.512 0.11
C -0.498 0.507 0.259 -0.32
C 0.441 0.608 -0.889 -0.54
N 2.707 0.422 0.554 -0.29
P 1.918 -0.445 -0.671 0.78
H -2.132 2.015 0.630 0.06
H -1.381 1.927 -0.907 0.01
H -2.671 0.817 -0.410 0.08
H 0.014 -2.460 -0.098 -0.08
H -1.709 -2.298 0.253 -0.02
H -0.661 -3.548 1.114 -0.02
H 0.100 0.894 1.095 0.10
H -0.694 -0.485 0.393 -0.01
H -0.102 0.234 -1.901 0.13
H 0.943 1.531 -1.110 0.04
H 2.574 1.417 0.558 0.02
H 3.681 0.210 0.759 0.02
```

Results
* relative energy (zero: lowest compared OMol25 entry of this formula, charge and spin): 4.263 eV
* multiplicity: 1
* calculated total energy: -15117.5498 eV
* molar mass: 105.12 g/mol
* frontier orbital gap (alpha / beta): 9.04 / 6.92 eV

=====

Record 3
Below is a 13-piece molecular cluster, C38H58Cl14F18O12 overall at a distorted geometry, with properties calculated with wB97M-V/def2-TZVPD.

Geometry as XYZ:
```
140
Properties=species:S:1:pos:R:3:lowdin_charge:R:1
C -3.092 -9.761 13.470 -0.09
C -1.688 -9.743 13.153 -0.24
O -1.343 -10.070 11.803 0.03
C -1.214 -9.121 10.809 -0.29
O -1.282 -7.908 10.917 0.14
C -0.672 -9.817 9.513 -0.54
F -0.582 -11.121 9.676 0.18
F -1.352 -9.550 8.372 0.14
F 0.576 -9.446 9.248 0.17
H -3.195 -9.902 14.546 0.09
H -3.809 -10.422 12.983 0.09
H -3.617 -8.836 13.232 0.08
H -1.165 -10.492 13.748 0.13
H -1.234 -8.874 13.631 0.12
C 1.437 -5.690 -1.119 -0.05
C 0.406 -6.604 -1.808 -0.23
O -0.582 -7.105 -0.965 0.00
C -1.721 -6.378 -0.634 -0.26
O -1.927 -5.142 -0.826 0.10
C -2.772 -7.181 0.156 -0.56
F -3.918 -7.108 -0.571 0.12
F -2.397 -8.449 0.341 0.18
F -2.930 -6.521 1.308 0.10
H 0.956 -4.857 -0.607 0.07
H 2.037 -5.155 -1.855 0.08
H 2.046 -6.137 -0.333 0.05
H 0.988 -7.462 -2.143 0.12
H 0.020 -6.275 -2.772 0.13
C -8.604 -6.610 8.239 -0.08
C -8.862 -5.270 8.864 -0.23
O -8.030 -5.096 9.999 -0.01
C -8.299 -5.781 11.190 -0.26
O -9.186 -6.627 11.335 0.13
C -7.320 -5.407 12.417 -0.47
F -6.494 -6.448 12.818 0.11
F -6.512 -4.420 12.072 0.17
F -8.100 -5.125 13.497 0.14
H -9.317 -6.776 7.432 0.08
H -8.745 -7.417 8.958 0.08
H -7.637 -6.584 7.736 0.07
H -9.887 -5.173 9.220 0.13
H -8.712 -4.582 8.031 0.10
C -6.073 -9.766 5.720 -0.04
C -5.362 -8.744 4.818 -0.17
O -3.974 -8.922 5.076 0.00
C -3.219 -9.815 4.410 -0.36
O -3.603 -10.740 3.725 0.16
C -1.757 -9.765 4.895 -0.47
F -0.949 -9.706 3.822 0.15
F -1.489 -8.640 5.590 0.15
F -1.485 -10.943 5.594 0.13
H -5.592 -10.741 5.644 0.08
H -7.137 -9.892 5.519 0.08
H -6.152 -9.371 6.733 0.07
H -5.684 -7.799 5.254 0.10
H -5.525 -8.793 3.742 0.13
C -3.030 -2.094 2.546 -0.07
C -2.458 -0.942 1.702 -0.20
O -1.040 -0.957 1.602 0.00
C -0.261 -0.308 2.578 -0.24
O -0.695 0.069 3.710 0.10
C 1.202 -0.190 2.129 -0.50
F 1.892 -0.027 3.291 0.15
F 1.550 -1.269 1.403 0.16
F 1.357 0.839 1.262 0.15
H -3.021 -1.848 3.608 0.03
H -2.448 -3.010 2.445 0.05
H -4.046 -2.408 2.306 0.03
H -2.808 0.043 2.011 0.12
H -2.843 -1.054 0.688 0.12
C -5.084 -4.744 5.417 -0.05
C -3.973 -5.361 6.293 -0.22
O -4.570 -6.122 7.336 -0.01
C -3.809 -6.500 8.416 -0.29
O -2.575 -6.395 8.480 0.14
C -4.652 -7.232 9.497 -0.53
F -4.067 -8.389 9.813 0.17
F -4.616 -6.482 10.583 0.18
F -5.920 -7.432 9.049 0.14
H -5.633 -5.617 5.065 0.05
H -4.717 -4.198 4.548 0.08
H -5.721 -4.198 6.113 0.06
H -3.330 -4.552 6.640 0.12
H -3.401 -6.028 5.648 0.11
Cl 3.056 -7.145 2.416 0.48
C 1.815 -5.936 3.126 -0.57
C 0.399 -6.511 2.970 -0.60
Cl -0.858 -5.374 3.664 0.53
H 1.936 -5.016 2.556 0.06
H 2.115 -5.814 4.167 0.04
H 0.267 -7.448 3.511 0.05
H 0.191 -6.661 1.910 0.05
Cl -8.962 -2.655 0.022 0.49
C -7.746 -3.888 0.616 -0.61
C -6.275 -3.412 0.404 -0.67
Cl -5.120 -4.654 0.776 0.68
H -8.005 -4.888 0.267 0.07
H -7.887 -3.941 1.695 0.04
H -6.026 -2.490 0.931 0.06
H -6.284 -3.300 -0.680 0.06
Cl -4.813 -2.219 8.455 0.56
C -5.206 -0.494 8.244 -0.62
C -4.125 0.179 7.357 -0.61
Cl -4.313 -0.181 5.603 0.59
H -5.186 0.080 9.170 0.08
H -6.204 -0.465 7.806 0.05
H -3.145 -0.071 7.762 0.06
H -4.175 1.268 7.373 0.06
Cl -1.158 -2.724 9.191 0.51
C 0.553 -2.336 8.717 -0.56
C 0.582 -2.156 7.157 -0.56
Cl 1.258 -3.585 6.162 0.47
H 1.198 -3.144 9.060 0.06
H 0.805 -1.501 9.371 0.06
H 1.390 -1.491 6.853 0.04
H -0.333 -1.754 6.722 0.06
Cl -8.991 0.833 5.987 0.55
C -7.808 1.170 4.730 -0.70
C -7.315 0.021 3.766 -0.66
Cl -6.364 0.766 2.484 0.57
H -6.926 1.568 5.232 0.04
H -8.204 2.032 4.193 0.05
H -8.086 -0.563 3.264 0.06
H -6.707 -0.624 4.400 0.02
Cl 1.605 -5.053 12.418 0.57
C 0.101 -5.596 13.148 -0.69
C -1.123 -4.801 12.602 -0.63
Cl -1.358 -3.462 13.760 0.53
H 0.216 -5.428 14.219 0.04
H -0.094 -6.654 12.976 0.04
H -2.073 -5.335 12.571 0.06
H -0.887 -4.427 11.606 0.02
Cl -10.604 -6.007 2.796 0.52
C -11.461 -5.018 4.051 -0.61
C -10.585 -3.820 4.252 -0.68
Cl -8.962 -4.173 4.974 0.53
H -11.644 -5.535 4.993 0.08
H -12.445 -4.726 3.683 0.08
H -11.105 -3.037 4.804 0.08
H -10.409 -3.214 3.363 0.06
```

Results
* relative energy (zero: lowest compared OMol25 entry of this formula, charge and spin): 5.968 eV
* multiplicity: 1
* calculated total energy: -289144.5202 eV
* molar mass: 1545.18 g/mol
* frontier orbital gap: 10.54 eV

=====

Record 4
Below is one molecule with the formula C6H15NO at a distorted geometry, with properties calculated with wB97M-V/def2-TZVPD.

Geometry as XYZ:
```
23
Properties=species:S:1:pos:R:3:lowdin_charge:R:1
C -1.577 -2.599 1.283 -0.10
C -1.652 -1.130 0.823 -0.29
N -0.314 -0.800 0.324 -0.07
C -0.166 0.485 -0.449 -0.32
C -0.359 1.639 0.520 -0.05
C 1.332 0.404 -0.885 -0.41
C 1.601 1.498 -1.934 -0.05
O 2.247 0.626 0.167 -0.03
H -0.948 -3.153 0.589 0.06
H -1.037 -2.655 2.236 0.07
H -2.536 -3.101 1.381 0.06
H -2.135 -0.565 1.629 0.10
H -2.307 -0.950 -0.037 0.11
H 0.377 -0.769 1.062 0.10
H -0.819 0.316 -1.302 0.14
H -1.252 1.501 1.130 0.07
H -0.415 2.592 -0.031 0.08
H 0.496 1.788 1.175 0.08
H 1.431 -0.591 -1.330 0.14
H 1.711 2.434 -1.383 0.08
H 0.808 1.759 -2.628 0.08
H 2.535 1.235 -2.429 0.08
H 2.981 0.035 0.089 0.09
```

Results
* structure (SMILES): CCN[C@@H](C)[C@@H](C)O
* relative energy (zero: lowest compared OMol25 entry of this formula, charge and spin): 1.631 eV
* multiplicity: 1
* calculated total energy: -10002.1266 eV
* molar mass: 117.19 g/mol
* frontier orbital gap: 9.47 eV

=====

Question: Among the records above, which one has the highest calculated total energy?
Answer: C6H15NO

=====

Question: multiplicity of number 2 (C4H12NP)?
Answer: 1

=====

Question: Number 4 is which compound?
Answer: C6H15NO